A molecular structure, C26H61InNO21P6 at a distorted geometry, computed with ωB97M-V with the def2-TZVPD basis set.

Structure (ORCA input):
```
! wB97M-V def2-TZVPD RIJCOSX def2/J DEFGRID3
* xyz -1 1
C 6.390 1.683 11.244
C 5.826 1.345 9.868
C 4.936 2.255 9.298
C 4.398 1.987 8.065
C 4.658 0.827 7.337
C 4.022 0.573 5.985
In 1.845 1.056 5.827
N 1.228 2.850 6.886
C 1.582 3.851 6.305
O 2.127 4.888 6.005
P 0.376 -0.831 6.744
C 1.412 -1.487 8.201
C -1.032 0.084 7.628
C 5.549 -0.059 7.922
C 6.123 0.209 9.153
H 5.620 2.267 11.768
H 7.295 2.300 11.205
H 6.527 0.749 11.802
H 4.681 3.169 9.834
H 3.723 2.721 7.624
H 4.640 1.072 5.220
H 4.132 -0.507 5.784
H 1.501 1.254 4.086
H 2.404 -1.023 8.237
H 0.893 -1.265 9.145
H 1.480 -2.574 8.086
H -0.818 1.161 7.566
H -1.999 -0.077 7.141
H -1.054 -0.175 8.695
H 5.815 -0.990 7.420
H 6.838 -0.485 9.601
C 4.802 6.699 5.999
O 5.627 6.622 4.821
P 5.804 7.933 3.967
O 6.336 9.096 4.674
O 4.367 8.189 3.322
C 3.654 7.092 2.741
O 6.694 7.401 2.763
C 7.088 8.357 1.782
H 5.385 6.370 6.856
H 4.444 7.714 6.178
H 3.948 6.039 5.865
H 2.805 6.848 3.379
H 4.281 6.208 2.628
H 3.288 7.397 1.761
H 7.399 9.293 2.249
H 6.262 8.545 1.094
H 7.928 7.945 1.226
C 1.341 3.193 2.133
O 0.243 2.895 1.254
P 0.458 1.789 0.146
O 0.872 0.474 0.619
O 1.497 2.446 -0.882
C 1.304 3.794 -1.302
O -0.934 1.839 -0.612
C -1.115 0.916 -1.693
H 1.019 3.065 3.163
H 2.199 2.548 1.949
H 1.637 4.233 1.976
H 2.078 4.417 -0.853
H 0.325 4.178 -1.016
H 1.400 3.837 -2.387
H -0.730 -0.070 -1.433
H -0.607 1.288 -2.586
H -2.176 0.832 -1.899
C -4.936 -1.931 -5.152
O -5.583 -1.882 -3.872
P -4.646 -1.766 -2.607
O -3.732 -0.627 -2.592
O -3.896 -3.173 -2.539
C -4.646 -4.377 -2.714
O -5.697 -1.814 -1.424
C -5.179 -1.696 -0.094
H -5.326 -1.130 -5.777
H -3.854 -1.820 -5.064
H -5.157 -2.890 -5.618
H -4.388 -4.817 -3.678
H -5.721 -4.201 -2.678
H -4.373 -5.072 -1.921
H -4.411 -0.924 -0.038
H -4.764 -2.652 0.229
H -5.999 -1.423 0.565
C 0.099 -3.433 -10.063
O 0.402 -3.738 -8.700
P -0.620 -3.241 -7.594
O -1.998 -3.691 -7.758
O -0.474 -1.653 -7.596
C 0.829 -1.064 -7.610
O 0.099 -3.706 -6.267
C -0.584 -3.443 -5.031
H 0.075 -4.360 -10.633
H -0.861 -2.925 -10.164
H 0.885 -2.790 -10.460
H 1.000 -0.609 -8.586
H 1.613 -1.795 -7.413
H 0.867 -0.290 -6.846
H -1.648 -3.665 -5.117
H -0.446 -2.400 -4.745
H -0.152 -4.082 -4.266
C -7.516 -7.354 -5.606
O -6.657 -7.364 -6.750
P -6.358 -5.976 -7.452
O -5.785 -4.942 -6.598
O -7.750 -5.555 -8.111
C -8.503 -6.524 -8.841
O -5.450 -6.414 -8.668
C -4.964 -5.359 -9.507
H -6.991 -7.811 -4.770
H -7.817 -6.342 -5.330
H -8.406 -7.941 -5.833
H -9.393 -6.784 -8.266
H -7.929 -7.428 -9.040
H -8.810 -6.082 -9.787
H -4.633 -4.508 -8.911
H -5.745 -5.046 -10.202
H -4.117 -5.738 -10.072
*
```

The HOMO energy is -4.10 eV. The value obtained for the energy is -4900.84744 a.u. As for the LUMO energy: 1.492 eV.

Mulliken population analysis, charges in e, atoms 1 to 99:
1. C -1.322
2. C 1.069
3. C -0.920
4. C -0.085
5. C 0.585
6. C -1.447
7. In 0.839
8. N -0.628
9. C 0.585
10. O -0.696
11. P 0.076
12. C -0.771
13. C -0.858
14. C -0.507
15. C -0.650
16. H 0.345
17. H 0.257
18. H 0.355
19. H 0.309
20. H 0.190
21. H 0.439
22. H 0.305
23. H -0.540
24. H 0.107
25. H 0.278
26. H 0.264
27. H 0.206
28. H 0.280
29. H 0.281
30. H 0.295
31. H 0.324
32. C -0.512
33. O -0.297
34. P 1.080
35. O -0.709
36. O -0.367
37. C -0.806
38. O -0.319
39. C -0.716
40. H 0.277
41. H 0.358
42. H 0.178
43. H 0.298
44. H 0.393
45. H 0.401
46. H 0.340
47. H 0.256
48. H 0.231
49. C -0.443
50. O -0.355
51. P 1.143
52. O -0.686
53. O -0.335
54. C -0.721
55. O -0.318
56. C -0.684
57. H 0.060
58. H 0.428
59. H 0.142
60. H 0.254
61. H 0.359
62. H 0.280
63. H 0.340
64. H 0.269
65. H 0.259
66. C -0.487
67. O -0.397
68. P 0.978
69. O -0.517
70. O -0.228
71. C -0.694
72. O -0.342
73. C -0.667
74. H 0.308
75. H 0.276
76. H 0.139
77. H 0.160
78. H 0.358
79. H 0.353
80. H 0.295
81. H 0.259
82. H 0.235
83. C -0.734
84. O -0.376
85. P 0.990
86. O -0.422
87. O -0.287
88. C -0.753
89. O -0.375
90. C -0.627
91. H 0.264
92. H 0.333
93. H 0.271
94. H 0.269
95. H 0.357
96. H 0.285
97. H 0.205
98. H 0.305
99. H 0.288

***

C14H19N3S in the gas phase, computed with ωB97M-V with the def2-TZVPD basis set.

Structure (ORCA input):
```
! wB97M-V def2-TZVPD RIJCOSX def2/J DEFGRID3
* xyz 0 1
C -5.211 1.009 -0.459
C -4.459 -0.008 -0.085
C -3.264 0.137 0.813
N -2.034 -0.094 0.083
C -1.671 -1.466 -0.251
N -0.243 -1.633 -0.345
C 0.394 -1.493 0.967
C 1.919 -1.613 0.929
C 2.634 -0.361 0.487
C 2.359 0.869 1.076
C 3.002 2.018 0.649
C 3.945 1.953 -0.363
C 4.247 0.731 -0.938
C 3.596 -0.415 -0.516
C 0.227 -0.727 -1.363
N -0.164 0.640 -1.066
C -1.219 0.926 -0.266
S -1.430 2.489 0.245
H -6.054 0.886 -1.117
H -5.009 2.011 -0.118
H -4.661 -1.011 -0.440
H -3.318 -0.581 1.640
H -3.219 1.152 1.216
H -2.067 -2.122 0.530
H -2.116 -1.758 -1.213
H 0.114 -0.548 1.453
H -0.004 -2.312 1.573
H 2.248 -1.854 1.944
H 2.192 -2.448 0.282
H 1.636 0.939 1.875
H 2.762 2.964 1.109
H 4.445 2.850 -0.697
H 4.990 0.668 -1.720
H 3.835 -1.366 -0.973
H 1.311 -0.779 -1.454
H -0.220 -1.040 -2.317
H 0.508 1.385 -1.170
*
```

For the energy relative to the best compared isomer or geometry (same formula, charge and spin), the calculation gives 6.0 kcal/mol. The HOMO energy is -7.92 eV. The value obtained for the energy is -1107.31490 a.u. As for the LUMO energy: 0.744 eV. As for the SMILES: C=CCN1CN(CCc2ccccc2)CNC1=S.

Okay, here come the natural (NBO) numbers, in e, for every atom:
1. C -0.361
2. C -0.199
3. C -0.265
4. N -0.454
5. C -0.042
6. N -0.438
7. C -0.217
8. C -0.442
9. C -0.035
10. C -0.229
11. C -0.188
12. C -0.226
13. C -0.226
14. C -0.176
15. C -0.063
16. N -0.628
17. C 0.308
18. S -0.299
19. H 0.197
20. H 0.204
21. H 0.189
22. H 0.195
23. H 0.258
24. H 0.201
25. H 0.192
26. H 0.185
27. H 0.205
28. H 0.229
29. H 0.217
30. H 0.219
31. H 0.221
32. H 0.216
33. H 0.213
34. H 0.201
35. H 0.222
36. H 0.187
37. H 0.428

***

9 unconnected molecules or ions with the total composition C49H74F8IN2O30S at a distorted geometry, computed with ωB97M-V with the def2-TZVPD basis set.

Structure (ORCA input):
```
! wB97M-V def2-TZVPD RIJCOSX def2/J DEFGRID3
* xyz 1 1
C -2.441 0.827 -5.099
C -1.574 0.580 -3.863
C -2.060 -0.618 -3.073
O -2.721 -1.491 -3.535
O -1.726 -0.676 -1.719
C -0.366 -1.114 -1.520
C -0.418 -2.283 -0.525
C 0.745 -2.550 0.469
C 0.018 -2.971 1.781
N -0.947 -2.019 2.347
C 1.441 -3.854 -0.038
C 2.406 -4.544 0.936
C 3.936 -4.459 0.654
C 4.711 -4.311 1.993
C 5.705 -3.130 1.999
S 5.866 -2.419 3.637
O 7.110 -2.807 4.198
O 4.704 -2.670 4.421
O 5.882 -0.831 3.379
C 1.974 -3.561 -1.455
C 2.673 -2.175 -1.680
C 3.975 -2.498 -2.489
C 3.660 -2.328 -4.001
C 5.264 -1.718 -2.183
C 6.470 -2.409 -2.904
C 2.840 -1.328 -0.403
C 3.098 0.203 -0.595
I 5.028 0.855 0.211
C 2.879 0.774 -1.998
C 3.152 2.291 -2.063
N 1.727 -1.426 0.635
C 2.409 -1.280 1.973
C 1.755 -0.450 3.089
C 0.690 0.575 2.715
O 1.335 -1.310 4.168
H -1.853 1.342 -5.859
H -2.811 -0.096 -5.542
H -3.298 1.448 -4.848
H -1.617 1.474 -3.238
H -0.522 0.430 -4.118
H -0.026 -1.496 -2.485
H 0.218 -0.233 -1.232
H -0.610 -3.166 -1.131
H -1.369 -2.156 -0.009
H -0.520 -3.882 1.493
H 0.701 -3.261 2.578
H -1.807 -2.493 2.575
H -1.145 -1.217 1.770
H 0.602 -4.536 -0.187
H 2.180 -5.611 0.895
H 2.284 -4.277 1.983
H 4.222 -3.636 0.000
H 4.269 -5.385 0.189
H 4.027 -4.177 2.832
H 5.254 -5.234 2.192
H 5.353 -2.353 1.318
H 6.684 -3.489 1.688
H 6.702 -0.656 2.885
H 2.632 -4.387 -1.719
H 1.146 -3.655 -2.153
H 2.036 -1.675 -2.407
H 4.270 -3.544 -2.405
H 2.653 -2.697 -4.198
H 3.821 -1.305 -4.346
H 4.330 -2.955 -4.589
H 5.264 -0.685 -2.522
H 5.509 -1.793 -1.123
H 7.004 -1.725 -3.560
H 6.166 -3.308 -3.437
H 7.200 -2.747 -2.165
H 3.757 -1.724 0.024
H 2.442 0.796 0.048
H 3.379 0.227 -2.791
H 1.805 0.674 -2.196
H 2.471 2.694 -2.814
H 2.848 2.758 -1.124
H 4.188 2.520 -2.293
H 1.176 -0.572 0.509
H 3.411 -0.875 1.836
H 2.602 -2.275 2.370
H 2.552 0.139 3.555
H 1.124 1.574 2.680
H -0.045 0.607 3.516
H 0.132 0.401 1.790
H 2.159 -1.687 4.504
C 3.414 4.582 -6.075
C 2.381 5.681 -6.112
O 1.162 4.965 -5.957
C 1.454 3.842 -5.243
O 0.647 3.153 -4.713
O 2.789 3.621 -5.212
F 2.365 6.320 -7.304
H 3.575 4.138 -7.058
H 4.368 4.907 -5.668
H 2.472 6.415 -5.310
C -0.010 -5.360 -5.112
C 0.204 -6.847 -4.960
O 1.616 -6.940 -4.831
C 2.048 -5.778 -4.282
O 3.122 -5.617 -3.802
O 1.079 -4.825 -4.344
F -0.185 -7.524 -6.061
H 0.086 -5.041 -6.150
H -0.966 -5.022 -4.719
H -0.268 -7.287 -4.079
C -0.753 -0.013 6.383
C -1.770 1.080 6.184
O -2.998 0.385 6.312
C -2.767 -0.679 7.141
O -3.621 -1.309 7.665
O -1.439 -0.897 7.280
F -1.700 1.615 4.936
H -0.530 -0.539 5.454
H 0.176 0.342 6.822
H -1.729 1.884 6.920
C -3.468 -5.810 0.709
C -3.691 -7.237 0.269
O -2.669 -7.417 -0.705
C -1.650 -6.589 -0.375
O -0.548 -6.660 -0.815
O -2.049 -5.664 0.536
F -4.894 -7.399 -0.317
H -3.987 -5.100 0.063
H -3.754 -5.631 1.742
H -3.570 -7.981 1.058
C -6.431 0.529 6.388
C -6.948 1.877 6.807
O -8.298 1.837 6.402
C -8.683 0.517 6.434
O -9.802 0.146 6.399
O -7.593 -0.292 6.517
F -6.297 2.868 6.128
H -6.098 0.532 5.348
H -5.622 0.172 7.021
H -6.892 2.074 7.878
C -7.428 5.495 4.961
C -6.272 6.453 4.861
O -6.907 7.690 4.628
C -8.152 7.615 5.204
O -8.848 8.543 5.418
O -8.459 6.324 5.504
F -5.471 6.148 3.799
H -7.734 5.126 3.981
H -7.210 4.656 5.611
H -5.662 6.517 5.764
C -2.030 6.583 3.069
C -1.789 5.438 2.117
O -0.685 4.772 2.705
C -0.747 5.010 4.050
O -0.143 4.401 4.867
O -1.608 6.021 4.317
F -1.439 5.868 0.881
H -1.412 7.449 2.829
H -3.073 6.885 3.109
H -2.625 4.741 2.029
C -1.373 7.093 -6.893
C -1.397 7.619 -8.307
O -2.132 8.821 -8.175
C -1.934 9.278 -6.902
O -2.186 10.369 -6.530
O -1.394 8.298 -6.125
F -2.057 6.782 -9.144
H -2.261 6.501 -6.665
H -0.488 6.506 -6.672
H -0.413 7.840 -8.724
*
```

The HOMO energy is -12.16 eV. The value obtained for the energy is -5772.85758 a.u. As for the LUMO energy: -2.573 eV.

Mulliken population analysis, charges in e, atoms 1 to 99:
1. C -1.275
2. C 0.168
3. C 0.517
4. O -0.577
5. O -0.429
6. C 0.329
7. C -1.909
8. C 1.185
9. C -1.844
10. N -0.097
11. C -0.022
12. C -1.924
13. C 0.360
14. C -1.770
15. C 0.094
16. S 1.201
17. O -0.631
18. O -0.621
19. O -0.432
20. C -0.710
21. C -0.997
22. C 0.407
23. C -1.645
24. C 0.644
25. C -1.413
26. C -0.044
27. C -1.819
28. I 0.023
29. C 1.193
30. C -1.264
31. N 1.825
32. C 0.908
33. C 0.418
34. C -1.471
35. O -0.579
36. H 0.345
37. H 0.341
38. H 0.329
39. H 0.344
40. H 0.098
41. H 0.619
42. H -0.616
43. H -0.172
44. H 0.939
45. H 0.782
46. H 0.091
47. H 0.368
48. H 0.177
49. H -0.004
50. H 0.527
51. H 0.709
52. H -0.659
53. H 0.844
54. H 0.590
55. H 0.475
56. H -0.444
57. H 0.566
58. H 0.332
59. H 0.847
60. H 0.296
61. H 1.081
62. H 0.826
63. H 0.175
64. H 0.368
65. H 0.514
66. H 0.320
67. H -0.550
68. H 0.365
69. H 0.375
70. H 0.348
71. H -0.395
72. H 0.682
73. H -0.346
74. H -0.326
75. H 0.009
76. H 0.365
77. H 0.484
78. H 0.709
79. H -0.040
80. H -0.816
81. H 0.870
82. H 0.532
83. H -0.255
84. H -0.009
85. H 0.358
86. C -0.455
87. C 0.297
88. O -0.225
89. C 0.539
90. O -0.505
91. O -0.306
92. F -0.291
93. H 0.278
94. H 0.304
95. H 0.320
96. C -0.506
97. C 0.394
98. O -0.360
99. C 0.588

***

A molecular structure, C3H5FS at a distorted geometry, computed with ωB97M-V with the def2-TZVPD basis set.

Structure (ORCA input):
```
! wB97M-V def2-TZVPD RIJCOSX def2/J DEFGRID3
* xyz 0 1
C -0.115 -0.762 0.906
C 0.794 -0.311 -0.117
C -0.111 0.737 -0.769
H -1.785 -0.528 0.591
H 0.064 0.314 1.852
H 0.432 -2.223 1.066
H -0.203 1.943 -0.580
H 0.125 0.916 -2.100
F -1.599 0.294 -0.751
S 2.396 -0.380 -0.097
*
```

For the energy relative to the best compared isomer or geometry (same formula, charge and spin), the calculation gives 199.1 kcal/mol. The HOMO energy is -9.04 eV. The value obtained for the energy is -615.01977 a.u. As for the LUMO energy: -1.035 eV.

Okay, here come the natural (NBO) numbers, in e, for every atom:
1. C -0.710
2. C -0.283
3. C -0.085
4. H 0.361
5. H 0.282
6. H 0.239
7. H 0.268
8. H 0.231
9. F -0.415
10. S 0.110

***

A molecular structure, C6H8O2, computed with ωB97M-V with the def2-TZVPD basis set.

Structure (ORCA input):
```
! wB97M-V def2-TZVPD RIJCOSX def2/J DEFGRID3
* xyz 0 1
C -1.423 1.729 -0.424
C 0.497 -2.134 0.426
C -0.135 -0.822 0.172
C -1.187 -0.237 -0.176
O -1.797 1.758 -1.754
O -0.382 2.325 -0.053
C 1.365 0.465 0.543
C 2.478 0.089 0.874
H -1.010 2.006 -2.261
H 0.700 1.358 0.309
H -2.321 1.745 0.201
H -2.162 -0.560 -0.487
H -0.244 -2.918 0.251
H 0.853 -2.201 1.454
H 1.347 -2.291 -0.239
H 3.420 -0.312 1.162
*
```

For the energy relative to the best compared isomer or geometry (same formula, charge and spin), the calculation gives 150.7 kcal/mol. The HOMO energy (spin up / spin down) is -8.78 / -8.78 eV. The value obtained for the energy is -383.67002 a.u. As for the LUMO energy (spin up / spin down): -0.632 / -0.632 eV.

Okay, here come the natural (NBO) numbers, in e, for every atom:
1. C 0.558
2. C -0.668
3. C 0.142
4. C -0.360
5. O -0.712
6. O -0.673
7. C -0.310
8. C -0.140
9. H 0.484
10. H 0.334
11. H 0.145
12. H 0.265
13. H 0.235
14. H 0.234
15. H 0.233
16. H 0.232